# 1
54
Properties=species:S:1:pos:R:3:forces:R:3 method="wB97M-V/def2-TZVPD" lumo_energy_ev=-2.0 smiles="C=CCc1cc(C)ccc1OCCOCCN1CC[NH+](C)CC1" spin_multiplicity=1 charge=+1
C -0.978713 -3.438944 -0.641117 0.054 -0.189 0.036
C -2.083183 -2.794124 -0.311287 -0.097 0.049 -0.099
C -2.829258 -1.867613 -1.223993 0.021 0.006 -0.023
C -2.873121 -0.483141 -0.633768 0.213 0.041 -0.267
C -3.919892 -0.080861 0.179072 0.168 0.177 -0.014
C -3.961647 1.182818 0.757262 0.083 0.010 0.074
C -2.905384 2.049890 0.517524 -0.093 -0.108 0.009
C -1.841607 1.669356 -0.281695 0.226 -0.095 -0.230
C -1.822947 0.410750 -0.866745 -0.266 0.053 0.063
O -0.760647 -0.040313 -1.634035 -0.068 -0.110 0.359
C -0.203014 0.863231 -2.566803 0.481 0.292 -0.233
H -0.340486 0.449080 -3.573102 0.009 0.097 0.087
C 1.296449 1.029878 -2.323180 -0.449 -0.251 -0.181
H 1.804237 0.076104 -2.511799 0.003 0.087 -0.009
H 1.691781 1.781983 -3.014137 0.003 -0.041 0.020
O 1.505645 1.444020 -0.979509 -0.209 -0.044 -0.015
C 2.791688 1.981202 -0.713102 0.534 -0.029 0.038
H 3.045072 2.732000 -1.469936 -0.045 0.032 0.070
H 2.696663 2.488179 0.250063 0.062 0.021 -0.059
C 3.927058 0.936001 -0.665241 -0.292 0.292 -0.062
N 3.778027 -0.160185 0.256871 -0.142 0.044 -0.104
C 3.090465 -1.366308 -0.143664 0.132 -0.179 0.021
H 2.865670 -1.318647 -1.209050 -0.008 -0.007 0.035
H 3.755608 -2.226463 0.009854 -0.193 -0.050 -0.064
C 1.797864 -1.606129 0.664819 0.366 -0.514 -0.412
N 1.246442 -0.314964 1.119228 -0.060 0.234 -0.351
C -0.096154 -0.471276 1.688654 -0.792 -0.110 0.250
H -0.500302 0.498864 1.970670 0.094 0.045 -0.025
H -0.760300 -0.924610 0.954667 0.181 0.037 0.041
H -0.051730 -1.111433 2.569137 0.142 -0.004 -0.023
C 2.164411 0.327270 2.089475 0.683 0.274 0.326
H 1.906508 1.384984 2.153048 -0.113 -0.077 -0.048
H 2.004097 -0.122580 3.071365 -0.148 0.004 -0.092
C 3.640966 0.119239 1.654451 -0.065 -0.052 0.090
H 4.229900 1.000271 1.907980 -0.020 -0.023 0.099
H 4.060560 -0.729173 2.204655 -0.024 0.103 0.105
H 1.193092 0.308547 0.267174 -0.047 -0.209 0.342
H 1.048606 -2.110544 0.050618 0.011 0.118 0.169
H 1.997112 -2.218959 1.546585 -0.109 0.096 0.033
H 4.081480 0.514706 -1.659690 0.066 0.045 -0.010
H 4.839575 1.478050 -0.398132 0.002 0.058 -0.138
H -0.703944 1.832700 -2.518593 0.036 -0.084 -0.013
H -1.022067 2.355079 -0.442010 0.088 0.049 -0.027
H -2.909419 3.036107 0.956989 -0.014 0.110 0.056
C -5.126596 1.588960 1.602944 -0.085 0.000 -0.021
H -5.357310 0.818988 2.336649 -0.055 0.005 0.081
H -6.009331 1.725630 0.979212 -0.096 0.043 0.030
H -4.927341 2.522741 2.121592 -0.040 0.048 0.065
H -4.736867 -0.765620 0.353914 -0.122 -0.127 0.013
H -2.340165 -1.839865 -2.197991 -0.095 -0.070 -0.008
H -3.848770 -2.238602 -1.345923 -0.010 0.035 -0.071
H -2.510672 -2.906669 0.677791 -0.005 -0.088 0.151
H -0.486925 -4.114887 0.039451 0.046 -0.120 0.178
H -0.551182 -3.354698 -1.627189 0.061 0.075 -0.241



# 2
54
Properties=species:S:1:pos:R:3:forces:R:3 method="wB97M-V/def2-TZVPD" s_squared=3.772 lumo_energy_ev="-2.1 / -4.1" spin_multiplicity=4 charge=+1
C -0.437271 0.586684 -4.335452 -0.245 -0.166 -0.450
C 0.147287 1.902596 -4.047232 0.221 0.473 0.151
C 0.315423 -0.428776 -5.104661 0.257 -0.189 -0.159
C -1.910593 0.516942 -4.462476 -0.301 -0.042 0.064
H 0.040893 -0.405677 -6.173222 0.095 -0.010 0.136
H 0.080642 -1.442550 -4.757190 0.047 0.012 -0.237
H 1.397449 -0.285356 -5.037896 -0.087 -0.049 -0.148
H -0.069471 2.619813 -4.858399 0.061 -0.028 0.130
H 1.232198 1.853459 -3.931739 -0.073 0.102 -0.109
H -0.286055 2.323201 -3.129044 0.072 0.080 -0.116
H -2.245601 0.757231 -5.485879 0.070 0.008 0.127
H -2.396611 1.224134 -3.784107 -0.104 -0.055 -0.093
H -2.268348 -0.495146 -4.249443 -0.144 0.048 -0.144
C 2.323552 -0.429238 0.191200 0.670 0.651 -0.078
C 2.262703 -1.050260 -1.102103 0.636 0.562 -0.060
C 2.031409 -0.032013 -2.082506 0.635 0.491 0.203
H 2.426942 -2.098797 -1.306473 -0.090 0.252 -0.021
C 2.065990 1.240665 -1.408693 0.173 -0.626 0.495
C 2.266708 0.997393 -0.018832 0.442 -0.257 -0.453
H 2.378428 1.760302 0.736719 -0.184 -0.145 -0.131
H 2.500606 -0.950104 1.124709 -0.015 0.143 -0.270
H 1.981871 -0.186130 -3.151355 -0.103 0.030 0.279
H 1.979009 2.211689 -1.884456 -0.075 -0.228 0.194
C -1.779999 -0.875125 -0.145493 0.164 -0.142 -0.281
C -0.750010 -1.723362 0.396133 -0.560 -0.244 -0.141
C -0.018792 -2.263451 -0.708647 -1.019 -0.407 -0.118
H -0.606051 -2.001833 1.435670 -0.078 0.133 -0.249
C -0.517383 -1.660595 -1.918906 -1.329 -0.340 -0.055
C -1.635274 -0.825100 -1.555937 0.363 -0.748 0.386
H -2.274605 -0.260588 -2.218835 0.267 -0.050 0.105
H -2.545107 -0.340029 0.395110 0.264 -0.016 -0.127
H 0.720122 -3.050574 -0.634066 -0.117 0.288 -0.039
H -0.180185 -1.860861 -2.926384 -0.057 0.015 0.273
Tc 0.355692 -0.154311 -0.672488 0.506 -0.176 -0.047
C 2.095822 0.845235 3.335821 0.140 0.111 0.045
N 0.836065 0.210233 3.668958 -0.541 -0.492 -0.230
C 0.908082 -0.970189 4.537521 0.061 0.109 0.370
C -0.317923 0.500166 3.027245 -0.188 0.710 -0.248
S -0.374826 1.360320 1.530648 -0.199 -0.025 1.058
N -1.468725 0.180052 3.701120 0.438 0.327 -0.182
C -1.573749 0.585364 5.111164 0.086 -0.262 0.331
C -2.734364 0.213549 2.988184 -0.185 -0.001 -0.132
H 2.679552 0.977351 4.254753 -0.149 0.002 -0.186
H 1.895811 1.815531 2.878941 0.068 -0.130 0.160
H 2.679448 0.235321 2.639770 -0.008 0.141 0.203
H 0.804289 -0.686948 5.596792 0.113 -0.201 -0.292
H 0.116380 -1.687244 4.280522 0.215 0.307 0.075
H 1.884616 -1.451961 4.398979 -0.238 0.153 0.015
H -2.608486 0.898273 5.296172 0.392 -0.026 0.000
H -1.343750 -0.252497 5.779712 -0.093 0.230 -0.016
H -0.900430 1.423215 5.334478 -0.142 -0.224 -0.080
H -2.922937 1.209121 2.564415 -0.097 -0.218 0.088
H -2.718503 -0.526747 2.189250 -0.142 0.116 0.251
H -3.521933 -0.052376 3.697954 0.108 0.002 -0.246



# 3
56
Properties=species:S:1:pos:R:3:forces:R:3 method="wB97M-V/def2-TZVPD" lumo_energy_ev=0.6 smiles="CCCCN1CNC(=S)N(CCc2ccc(OCC)c(OCC)c2)C1" spin_multiplicity=1
C -0.799774 -3.172353 -1.200488 -0.028 0.144 0.237
H 0.046204 -2.843824 -1.798713 0.092 0.013 -0.151
C -0.648860 -2.751506 0.255265 0.100 -0.167 0.004
C 0.544598 -3.394008 0.965903 0.043 0.253 -0.174
C 1.942387 -3.079837 0.404004 -0.145 -0.196 0.204
N 2.383021 -1.697344 0.390892 0.033 0.234 0.000
C 2.027234 -0.913257 -0.764489 -0.299 -0.335 -0.146
N 2.812128 0.305829 -0.783676 0.040 -0.078 0.379
C 3.222778 0.877367 0.362707 -0.010 -0.150 0.132
N 2.888043 0.277325 1.528036 -0.054 -0.185 0.043
H 3.326994 0.651894 2.353333 -0.038 0.066 -0.170
C 2.146072 -0.956020 1.602011 -0.276 -0.190 0.008
H 2.501089 -1.544611 2.453466 -0.057 0.071 -0.043
H 1.070802 -0.722261 1.756185 0.157 -0.154 -0.004
S 4.104824 2.279528 0.417043 0.515 0.766 0.103
C 2.967568 1.003884 -2.040900 0.098 0.423 -0.239
H 3.979267 1.417340 -2.078335 -0.100 -0.130 -0.074
H 2.846599 0.272360 -2.841709 -0.017 -0.027 0.036
C 1.952670 2.153501 -2.213924 0.070 -0.207 0.021
C 0.575240 1.680314 -1.859551 -0.094 0.164 -0.113
C -0.215626 0.994530 -2.767328 0.067 0.100 0.123
C -1.423172 0.461077 -2.361861 -0.095 -0.038 0.247
C -1.868908 0.563470 -1.047925 0.059 0.010 -0.115
C -1.066783 1.254184 -0.117854 -0.121 -0.113 0.078
C 0.125472 1.818567 -0.552163 -0.051 0.051 0.027
H 0.751580 2.351793 0.145630 0.091 0.059 0.127
O -1.483153 1.307554 1.187383 -0.175 -0.219 -0.386
C -0.773737 2.116766 2.104588 0.180 0.207 0.368
C -1.526281 2.074619 3.425582 0.133 -0.062 -0.432
H -1.591394 1.051008 3.785748 -0.003 -0.084 0.076
H -1.007082 2.679416 4.163253 0.036 0.058 0.099
H -2.533845 2.460136 3.293295 -0.097 0.055 0.033
H -0.714816 3.148397 1.732814 0.051 -0.129 -0.019
H 0.248268 1.735241 2.239834 -0.074 0.079 -0.102
O -3.037356 -0.097407 -0.786749 0.420 -0.122 -0.079
C -3.923915 0.363649 0.217405 -0.500 0.250 0.406
C -4.428888 1.777332 -0.047233 0.229 -0.379 -0.057
H -5.186158 2.038683 0.686872 -0.083 0.058 0.087
H -4.862765 1.840353 -1.042742 -0.073 0.034 -0.069
H -3.612607 2.492300 0.021309 0.046 0.112 0.026
H -4.753742 -0.347804 0.171597 0.095 0.101 0.045
H -3.459325 0.304793 1.206027 -0.133 -0.069 -0.187
H -2.053463 -0.071530 -3.056637 -0.113 -0.064 -0.064
H 0.108572 0.877315 -3.790307 0.044 -0.016 -0.147
H 1.997238 2.496452 -3.247848 0.009 0.053 -0.041
H 2.248632 2.973045 -1.558809 0.023 -0.010 -0.084
H 2.281933 -1.488023 -1.661550 -0.069 0.058 0.091
H 0.952223 -0.658856 -0.805394 0.157 -0.082 -0.035
H 2.023492 -3.454257 -0.617171 0.066 -0.048 -0.005
H 2.668752 -3.628961 1.015249 -0.052 -0.081 -0.118
H 0.516735 -3.108556 2.020223 0.014 -0.086 0.072
H 0.429586 -4.480132 0.923518 0.016 -0.063 0.101
H -1.552852 -3.044536 0.795438 -0.014 0.103 0.028
H -0.586627 -1.663843 0.312976 -0.046 0.082 0.066
H -1.699356 -2.726313 -1.616788 -0.070 0.014 -0.133
H -0.879490 -4.254779 -1.277450 0.002 -0.136 -0.078



# 4
61
Properties=species:S:1:pos:R:3:forces:R:3 method="wB97M-V/def2-TZVPD" lumo_energy_ev=-3.3 spin_multiplicity=1 charge=+1
Sn 0.217600 -0.385700 -1.163700 -0.057 -0.266 -0.130
N 1.907900 -8.387300 -2.111500 0.040 -0.216 0.025
C 1.385700 -7.144600 -2.296900 -0.178 0.253 -0.091
C 0.010300 -6.977400 -2.520400 0.131 0.103 0.050
C -0.513900 -5.716100 -2.699000 -0.104 -0.033 -0.059
C 0.322600 -4.613000 -2.674600 -0.386 0.548 -0.043
C 1.684600 -4.754700 -2.471900 0.227 -0.124 -0.030
C 2.216400 -6.013500 -2.299300 -0.042 0.146 0.014
S -0.401700 -3.024600 -2.492100 0.773 0.517 0.439
O 0.441400 -1.970100 -3.097700 0.066 -0.634 0.048
O -1.781600 -2.985000 -2.856000 -0.367 -0.537 -0.330
N -0.213300 -2.687200 -0.903600 1.116 0.620 -1.351
C -1.267600 -2.795400 -0.085500 -1.111 -0.361 0.758
S -2.217800 -4.228800 0.120400 -0.055 0.455 0.477
C -3.151800 -3.378700 1.308600 0.126 -0.264 -0.151
C -2.692900 -2.117300 1.450300 -0.288 -0.230 0.147
N -1.639000 -1.777200 0.649200 0.426 0.112 -0.284
H 1.268900 -9.134900 -1.906300 0.101 -0.079 0.012
H 2.835900 -8.475700 -1.735600 -0.050 -0.038 -0.013
H -0.637500 -7.839800 -2.516000 -0.094 -0.108 -0.063
H -1.570300 -5.553600 -2.843800 -0.171 -0.129 -0.008
H 2.309900 -3.874300 -2.445700 0.118 0.004 0.029
H 3.276000 -6.136000 -2.132200 0.120 -0.007 -0.026
H -3.945500 -3.879300 1.827100 -0.204 0.046 0.086
H -3.101100 -1.385800 2.124300 -0.102 0.084 0.151
O 2.109300 0.972800 -0.792000 -0.282 0.144 0.166
S 3.480200 1.629900 -0.811100 0.443 -0.833 -0.004
C 4.394000 0.860400 0.590400 0.087 0.140 -0.158
C 5.305700 -0.220400 0.024600 0.092 0.000 -0.027
C 5.716200 0.257600 -1.362900 -0.029 -0.180 0.081
C 4.413500 0.630300 -2.040900 0.049 0.352 0.050
H 3.644800 0.477200 1.278800 -0.109 0.180 0.032
H 4.963700 1.655600 1.064500 -0.008 0.090 0.080
H 4.753200 -1.160700 -0.059800 0.115 0.021 0.023
H 6.173000 -0.380900 0.666200 -0.119 -0.050 0.044
H 6.230900 -0.526200 -1.914400 0.079 0.045 -0.106
H 6.376700 1.126000 -1.296900 0.033 -0.065 -0.009
H 3.782000 -0.246500 -2.216900 0.014 0.165 0.005
H 4.539000 1.199500 -2.958200 -0.105 0.032 -0.035
C -0.533900 4.223600 0.342200 -0.042 0.030 -0.094
C -1.668900 3.587800 -0.451800 0.277 -0.412 -0.009
P -1.643400 1.750300 -0.231600 -0.947 0.373 0.308
C -2.022500 1.535900 1.568500 0.124 -0.073 -0.297
C -3.383700 2.009200 2.055100 0.194 -0.022 -0.004
C -3.177400 1.182800 -1.126200 0.447 -0.152 -0.054
C -4.309800 2.175000 -1.367200 0.086 -0.085 0.065
H -0.435100 5.277400 0.090100 0.054 0.048 0.036
H 0.411400 3.721400 0.127200 0.055 0.076 0.031
H -0.727400 4.149300 1.409500 0.070 0.046 0.106
H -1.540200 3.782000 -1.520000 -0.109 0.028 0.040
H -2.636100 3.983300 -0.138100 -0.003 -0.003 -0.110
H -1.221300 2.044600 2.110100 0.030 -0.039 -0.003
H -1.895900 0.469100 1.759300 0.061 0.045 0.027
H -3.525700 3.066600 1.850100 -0.127 0.129 0.006
H -3.458900 1.862600 3.131300 -0.079 0.017 0.055
H -4.181200 1.445900 1.578900 -0.153 -0.005 -0.026
H -3.539100 0.314200 -0.566500 0.056 -0.049 -0.106
H -2.821100 0.810000 -2.101200 -0.169 -0.042 0.234
H -4.676900 2.606500 -0.440300 -0.047 0.070 0.064
H -5.138000 1.655200 -1.845500 -0.066 0.035 -0.044
H -3.996500 2.982000 -2.024900 -0.008 0.082 -0.023



Values of largest force on an atom, in order: 0.84; 1.37; 0.93; 1.86, all in eV Å⁻¹.